[1]
{
  "formula": "C36H48AlO2SeTe2",
  "method": "wB97M-V/def2-TZVPD",
  "symbols": ["Te", "Te", "Se", "Al", "O", "O", "C", "C", "C", "C", "C", "C", "C", "C", "C", "C", "C", "C", "C", "C", "C", "C", "C", "C", "C", "C", "C", "C", "C", "C", "C", "C", "C", "C", "C", "C", "C", "C", "C", "C", "C", "C", "H", "H", "H", "H", "H", "H", "H", "H", "H", "H", "H", "H", "H", "H", "H", "H", "H", "H", "H", "H", "H", "H", "H", "H", "H", "H", "H", "H", "H", "H", "H", "H", "H", "H", "H", "H", "H", "H", "H", "H", "H", "H", "H", "H", "H", "H", "H", "H"],
  "xyz": [[0.1558, 1.6965, -1.5736], [3.0976, 2.5055, -3.5750], [2.6186, -2.5491, -0.1971], [2.7944, 0.5882, -2.0911], [3.4195, 0.4261, -0.4736], [1.9514, -0.8252, -2.6605], [-3.8164, 3.7462, 1.3038], [-1.1815, 1.2771, 0.0561], [-0.3372, -1.2011, -4.6280], [2.2978, -1.0816, 0.9799], [0.4650, -0.4696, 4.2992], [-1.5547, -0.2411, -4.6745], [-2.5629, -3.8394, -0.9960], [5.0582, 2.1435, 1.3396], [-3.3990, 4.9194, 0.6825], [-1.2655, -2.4808, -2.7044], [1.2597, -0.1600, 5.5757], [-1.2813, -3.1693, -1.4969], [-1.9773, 2.5434, 0.2831], [-0.0954, -1.8867, 4.4166], [2.8347, 0.1794, 0.7017], [-2.2769, 4.9029, -0.1284], [3.0561, 3.4239, 0.5478], [-2.3267, -4.6121, 0.3008], [-0.1742, -1.7718, -3.2081], [1.5564, -1.3156, 2.1374], [-3.1011, -4.8148, -2.0509], [-0.5992, -2.3949, -5.5666], [2.0117, 0.8995, 2.8359], [-0.3169, 3.7275, -1.2025], [1.0097, -2.4549, -1.2168], [-0.7113, 0.5110, 4.1923], [-3.1078, 2.5718, 1.1036], [0.8881, -0.4761, -5.1932], [-3.6229, -2.7643, -0.7225], [1.3521, -0.3106, 3.0639], [2.7787, 1.1761, 1.7112], [3.5869, 2.4814, 1.6279], [0.9673, -1.6675, -2.3831], [3.5503, 3.2555, 2.9503], [-0.0898, -3.1838, -0.7817], [-1.5595, 3.7239, -0.3336], [-2.4437, -0.7387, -5.0742], [2.0038, 3.6580, 0.7340], [-4.5592, -3.2256, -0.3901], [-0.5931, 1.0098, 0.9354], [-0.4817, 4.2049, -2.1654], [-3.2788, -2.0788, 0.0569], [-3.4306, 1.6552, 1.5846], [-1.3157, 0.2921, 3.3072], [3.1438, 3.0243, -0.4600], [5.6497, 3.0643, 1.3185], [2.1345, -0.8111, 5.6534], [-1.9788, -3.9543, 1.1014], [-3.3836, -4.3004, -2.9727], [1.0996, 0.4699, -4.6995], [-1.3536, 0.4392, 5.0766], [-3.9885, -5.3307, -1.6705], [-0.7241, -1.9564, 5.3087], [-3.9485, 5.8409, 0.8274], [-1.8131, 0.4300, -0.2067], [-1.9498, 5.8136, -0.6171], [-1.4536, -2.9981, -5.2513], [1.7890, -1.0846, -5.1257], [-1.5879, -5.4075, 0.1689], [-2.3477, -5.5647, -2.3046], [-0.3612, 1.5425, 4.1073], [0.2773, -3.0479, -5.6104], [-3.2637, -5.0719, 0.6268], [0.7010, -2.6305, 4.5057], [-1.8002, 0.1503, -3.6873], [-0.7998, -2.0221, -6.5761], [2.5452, 3.6171, 3.1882], [0.0113, -3.7515, 0.1335], [1.6099, 0.8747, 5.5918], [1.1487, -2.3075, 2.2823], [-0.7099, -2.1497, 3.5513], [0.6949, -0.2626, -6.2506], [-4.6921, 3.7498, 1.9408], [3.6256, 4.3591, 0.5775], [5.1652, 1.6445, 0.3787], [0.6329, -0.3159, 6.4602], [4.1996, 4.1293, 2.8547], [-1.3386, 0.6164, -5.3150], [-3.8310, -2.1726, -1.6175], [5.4640, 1.4921, 2.1195], [-2.1692, -2.4817, -3.3101], [0.5224, 4.2254, -0.7165], [1.9138, 1.6735, 3.5849], [3.9125, 2.6596, 3.7936]],
  "multiplicity": 1,
  "charge": -1,
  "total_energy_ha": -4731.210665,
  "e_above_lowest_kcal_mol": 4.48
}


[2]
{
  "formula": "C2H6IO2",
  "method": "wB97M-V/def2-TZVPD",
  "symbols": ["I", "O", "O", "C", "C", "H", "H", "H", "H", "H", "H"],
  "xyz": [[-2.6722, -0.9510, -3.2304], [0.1448, 0.1086, -1.3557], [1.3703, 1.2990, 0.7484], [0.3223, 0.3848, 1.0597], [0.0600, -0.5575, -0.0986], [-0.5958, 0.9089, 1.3458], [0.5864, -0.2437, 1.9239], [1.6663, 1.6441, 1.5968], [-0.6441, -0.1889, -1.8609], [0.7172, -1.4373, -0.1267], [-0.9553, -0.9670, -0.0023]],
  "multiplicity": 1,
  "charge": -1,
  "total_energy_ha": -528.049173,
  "e_above_lowest_kcal_mol": 12.67
}


[3]
{
  "formula": "C11H14N2O2S",
  "method": "wB97M-V/def2-TZVPD",
  "symbols": ["S", "O", "O", "N", "N", "C", "C", "C", "C", "C", "C", "C", "C", "C", "C", "C", "H", "H", "H", "H", "H", "H", "H", "H", "H", "H", "H", "H", "H", "H"],
  "xyz": [[0.3943, 0.8266, 0.4623], [-0.1652, -2.7486, -0.3650], [-0.3120, 1.3737, 1.8323], [-0.0295, -0.8446, -1.7996], [0.0059, -0.6231, 0.5880], [1.1364, -2.0870, 2.0727], [-1.2005, 2.3703, -0.9317], [-0.1455, -1.4299, 1.8302], [-1.8296, 2.2616, -3.0616], [-1.7374, 2.8371, -2.0488], [-1.4179, 0.7494, -3.0645], [-0.5897, 0.3961, -1.8863], [3.4908, -1.6612, 2.9467], [-0.1105, -1.5286, -0.4449], [-0.6117, 1.3817, -0.8098], [2.2369, -0.9684, 2.2787], [4.3217, -0.9546, 3.1430], [-2.5164, 2.3364, -3.8686], [3.3381, -2.0457, 3.9646], [3.9307, -2.5807, 2.1664], [1.9363, -0.2261, 2.9629], [-1.1586, 3.2324, 0.0775], [1.6691, -2.9346, 1.2836], [-0.9846, -2.4500, 1.9166], [2.5439, -0.4614, 1.4958], [-2.3719, 4.0662, -1.9887], [-0.5068, -0.8512, 2.5654], [-1.3252, 0.1672, -3.8963], [0.9548, -2.7295, 3.2954], [-0.1133, -1.4433, -2.5655]],
  "multiplicity": 1,
  "total_energy_ha": -1085.319696,
  "e_above_lowest_kcal_mol": 288.24
}


[4]
{
  "formula": "C21H21F3N2O4S",
  "method": "wB97M-V/def2-TZVPD",
  "symbols": ["S", "F", "F", "F", "O", "O", "O", "O", "N", "N", "C", "C", "C", "C", "C", "C", "C", "C", "C", "C", "C", "C", "C", "C", "C", "C", "C", "C", "C", "C", "C", "H", "H", "H", "H", "H", "H", "H", "H", "H", "H", "H", "H", "H", "H", "H", "H", "H", "H", "H", "H", "H"],
  "xyz": [[-0.8210, -1.3856, 2.1702], [5.1933, 2.6158, -5.3130], [7.1040, 3.5643, -5.0699], [6.6214, 1.7916, -3.9549], [0.2895, -2.1520, 1.6763], [2.4210, 2.5676, 1.8133], [-0.6293, -0.6186, 3.3762], [5.6819, 3.7527, -3.4520], [0.4881, 1.3058, 1.6253], [1.6554, 1.6689, -0.1969], [-5.6106, -5.0348, 2.8504], [-3.5358, -4.3220, 1.6380], [-2.5361, 0.5656, 1.3364], [3.9838, 2.1352, -0.6131], [-1.3290, -0.2037, 0.8347], [-2.4346, -3.4990, 1.4893], [3.3371, 3.2696, -3.0679], [4.9833, 2.6488, -1.4163], [-2.2324, -2.4724, 2.3925], [0.5738, 0.8603, -0.5459], [-3.1088, -2.2570, 3.4381], [-4.2081, -3.0853, 3.5803], [0.3382, 0.3117, -1.9140], [1.6292, 1.9113, 1.1792], [2.6554, 2.1790, -1.0326], [-4.4356, -4.1236, 2.6824], [-0.8729, 0.9483, -2.6012], [-0.1340, 0.6294, 0.5857], [6.1269, 2.9626, -4.4017], [4.6520, 3.2054, -2.6404], [2.3388, 2.7641, -2.2565], [-5.3066, -5.9294, 3.3942], [-0.7558, 2.0262, -2.6823], [-2.2993, 1.0268, 2.2922], [-3.3827, -0.1044, 1.4725], [-1.7800, 0.7518, -2.0354], [1.2313, 0.4609, -2.5215], [-2.8147, 1.3467, 0.6317], [3.0985, 3.7206, -4.0183], [-0.9923, 0.5394, -3.6013], [-3.7002, -5.1304, 0.9410], [-2.9084, -1.4551, 4.1308], [1.3107, 2.8451, -2.5689], [-6.4033, -4.5504, 3.4146], [0.2809, 1.1304, 2.5981], [0.1715, -0.7651, -1.8286], [6.0145, 2.6183, -1.1031], [-1.7177, -3.6511, 0.6978], [-1.5586, -0.8173, -0.0346], [4.2233, 1.7082, 0.3463], [-6.0003, -5.3483, 1.8848], [-4.8957, -2.9270, 4.3978]],
  "multiplicity": 1,
  "total_energy_ha": -1921.144411,
  "e_above_lowest_kcal_mol": 1.47
}


[5]
{
  "formula": "C3H9N2O2",
  "method": "wB97M-V/def2-TZVPD",
  "symbols": ["O", "O", "N", "N", "C", "C", "C", "H", "H", "H", "H", "H", "H", "H", "H", "H"],
  "xyz": [[1.2162, -0.1988, -0.8406], [0.0040, 1.3396, 0.2362], [1.0138, 1.9083, -1.6950], [0.2531, -1.5261, 1.3923], [0.7200, 0.9341, -0.6976], [-1.1734, -1.0463, 1.4360], [-1.7944, -1.2757, 0.0755], [-2.8911, -1.2379, 0.1247], [-1.5005, -2.2842, -0.2612], [-1.7232, -1.5886, 2.2211], [1.6525, 1.7595, -2.4380], [-1.4096, -0.5766, -0.6802], [0.7318, -0.9264, 0.6952], [0.7127, -1.4558, 2.3383], [-1.3455, 0.0214, 1.6386], [0.6299, 2.8148, -1.5677]],
  "multiplicity": 1,
  "charge": -1,
  "total_energy_ha": -379.770342,
  "e_above_lowest_kcal_mol": 6.86
}


[6]
{
  "formula": "CH10O4",
  "method": "wB97M-V/def2-TZVPD",
  "symbols": ["O", "O", "O", "O", "C", "H", "H", "H", "H", "H", "H", "H", "H", "H", "H"],
  "xyz": [[1.6336, 0.7321, -1.7672], [-0.2247, 2.6417, 2.2588], [0.6226, -2.5781, -0.3073], [-1.8584, -1.6330, -1.2761], [-0.0936, 1.3395, 1.6116], [0.3266, 1.4616, 0.6126], [1.2733, 1.1771, -2.5113], [0.8990, -3.4199, 0.0755], [-0.2346, -2.3034, -0.0395], [1.5802, -0.2094, -1.8693], [0.5285, 0.6802, 2.2095], [0.4250, 3.1804, 1.7819], [-1.1165, 0.9958, 1.4909], [-2.5778, -1.3564, -0.7086], [-2.1158, -1.3992, -2.1700]],
  "multiplicity": 1,
  "total_energy_ha": -345.018963,
  "e_above_lowest_kcal_mol": 22.81
}